[1]
DFT (the ωB97M-V functional and the def2-TZVPD basis) results for 5 unconnected molecules or ions with the total composition CH12NO4 in a non-equilibrium geometry.

Structure (XYZ):
```
18
Properties=species:S:1:pos:R:3:forces:R:3:lowdin_charge:R:1
C 1.332 1.113 -2.052 1.2 0.4 0.6 0.150
N 0.317 0.347 -2.182 0.2 4.2 -1.9 0.188
H 1.373 2.032 -2.632 0.0 -0.3 -0.4 0.115
H 2.221 1.013 -1.347 -1.6 -0.6 -0.7 0.146
H 0.009 -0.212 -1.429 -0.4 -2.4 1.5 0.025
H -0.453 0.801 -2.746 0.4 -1.1 0.4 0.141
H 2.920 -1.768 1.192 -1.8 0.9 1.4 0.089
H 2.524 -1.291 2.695 -1.2 -0.1 -3.2 0.123
O 2.148 -1.344 1.711 3.0 -0.8 1.7 -0.142
H 0.455 -0.943 0.509 1.8 0.2 1.5 0.003
H -0.767 -1.712 0.274 -0.8 -0.7 0.1 0.081
O -0.295 -0.956 -0.046 -1.0 0.3 -0.9 0.006
H -0.822 0.700 4.911 0.1 -0.6 -0.7 0.056
H -0.264 -0.590 4.265 0.2 -0.3 0.3 0.014
O -0.801 0.176 4.084 -0.3 0.9 0.4 -0.068
H -3.246 0.761 -3.017 1.1 0.4 1.0 0.099
H -2.642 0.727 -1.587 -0.8 -0.9 2.3 0.009
O -2.491 1.046 -2.437 -0.1 0.5 -3.3 -0.034
```
Forces are in eV/Å.

Total charge ... +1
E_HOMO ... -13.96 eV
Energy ... -400.7277 Eh
Relative energy (zero: lowest compared OMol25 entry of this formula, charge and spin) ... 32.5 kcal/mol

[2]
DFT (the ωB97M-V functional and the def2-TZVPD basis) results for 5 unconnected molecules or ions with the total composition CH12NO4 in a non-equilibrium geometry.

Structure (XYZ):
```
18
Properties=species:S:1:pos:R:3:forces:R:3:lowdin_charge:R:1
C 0.065 -2.140 -1.769 -0.4 -0.8 0.9 0.126
N 0.058 -0.896 -2.065 0.4 -0.1 -0.9 0.167
H -0.781 -2.796 -2.025 0.8 0.0 -1.3 0.131
H 0.836 -2.597 -1.160 -0.4 0.5 1.0 0.101
H 0.332 -0.095 -1.428 1.2 0.2 -0.1 0.082
H -0.118 -0.681 -3.047 -1.6 0.4 0.5 0.159
H -0.498 4.129 0.607 -0.1 0.2 0.2 0.064
H -0.366 4.230 -0.925 0.0 0.2 0.0 0.069
O -0.218 3.652 -0.173 0.1 -0.2 -0.2 -0.025
H 0.570 2.072 -0.325 -0.2 0.2 -0.3 0.027
H 0.319 0.795 0.461 -0.1 0.0 0.3 0.019
O 0.604 1.104 -0.411 0.2 -0.6 0.1 -0.056
H -0.313 -3.536 1.515 0.0 -0.2 0.1 0.053
H 0.207 -2.110 1.744 -0.2 0.0 -0.1 0.033
O -0.105 -2.718 1.061 0.1 0.3 -0.2 -0.053
H -0.993 0.628 2.710 0.1 0.0 0.2 0.069
H 0.555 0.556 2.935 -0.3 0.1 0.0 0.073
O -0.155 0.405 2.295 0.3 -0.2 -0.2 -0.036
```
Forces are in eV/Å.

Total charge ... +1
E_HOMO ... -14.99 eV
Energy ... -400.7335 Eh
Relative energy (zero: lowest compared OMol25 entry of this formula, charge and spin) ... 28.9 kcal/mol